Entry 1:
This record from OMol25 describes 2 unconnected molecules or ions with the total composition C14H16O. The level of theory is the ωB97M-V functional and the def2-TZVPD basis.

Geometry (Å):
C  3.614  -0.716  0.693
C  2.591  0.060  1.438
C  1.405  0.253  0.692
C  0.348  1.049  1.291
C  0.555  1.541  2.597
O  -0.469  2.361  2.980
C  1.726  1.344  3.281
C  2.781  0.602  2.739
H  3.178  -1.380  -0.130
H  4.059  -1.473  1.303
H  4.441  0.010  0.337
H  1.348  -0.116  -0.286
H  -0.626  1.202  0.801
H  -0.166  2.571  3.977
H  1.776  1.879  4.290
H  3.602  0.398  3.287
C  -1.585  0.794  -3.637
C  -1.991  -0.122  -2.443
C  -2.643  0.257  -1.287
C  -2.897  -0.668  -0.278
C  -2.493  -1.972  -0.394
C  -1.689  -2.370  -1.475
C  -1.425  -1.456  -2.519
H  -1.913  1.811  -3.429
H  -1.985  0.553  -4.659
H  -0.390  0.943  -3.586
H  -2.951  1.158  -1.311
H  -3.353  -0.484  0.496
H  -2.769  -2.812  0.132
H  -1.265  -3.332  -1.604
H  -0.815  -1.883  -3.299

Properties
HOMO-LUMO gap ... 0.33258 Eh
SMILES ... Cc1ccc(O)cc1.Cc1ccccc1
ΔE to the lowest compared entry with this formula, charge and spin ... 3.137 eV
F_max ... 9.64 eV Å⁻¹
Total energy ... -16822.098 eV
Net charge ... 0

Entry 2:
This record from OMol25 describes 2 unconnected molecules or ions with the total composition C14H16O2. The level of theory is the ωB97M-V functional and the def2-TZVPD basis.

Geometry (Å):
C  -4.335  0.803  3.927
C  -3.181  0.717  2.936
C  -3.270  -0.273  1.958
C  -2.227  -0.470  1.044
C  -1.131  0.363  1.096
O  -0.044  0.155  0.255
C  -1.022  1.305  2.103
C  -2.083  1.562  2.979
H  -4.527  -0.102  4.513
H  -5.262  1.118  3.458
H  -3.953  1.423  4.738
H  -4.151  -0.890  1.908
H  -2.453  -1.192  0.270
H  0.324  1.048  0.158
H  -0.088  1.763  2.386
H  -1.965  2.350  3.710
C  3.218  0.806  -4.210
C  2.701  -0.063  -3.103
C  1.864  -1.151  -3.335
C  1.424  -1.955  -2.301
C  1.893  -1.682  -1.020
O  1.485  -2.570  -0.050
C  2.733  -0.636  -0.730
C  3.169  0.142  -1.811
H  2.507  1.015  -5.010
H  4.067  0.327  -4.696
H  3.606  1.752  -3.854
H  1.425  -1.285  -4.311
H  0.820  -2.838  -2.377
H  1.522  -2.152  0.819
H  3.186  -0.407  0.222
H  3.749  1.016  -1.674

Properties
HOMO-LUMO gap ... 0.32902 Eh
SMILES ... Cc1ccc(O)cc1.Cc1ccc(O)cc1
ΔE to the lowest compared entry with this formula, charge and spin ... 0.688 eV
F_max ... 1.82 eV Å⁻¹
Total energy ... -18871.946 eV
Net charge ... 0

Entry 3:
This record from OMol25 describes 2 unconnected molecules or ions with the total composition C14H16O2. The level of theory is the ωB97M-V functional and the def2-TZVPD basis.

Geometry (Å):
C  -0.455  -2.953  1.308
C  0.113  -1.511  1.746
C  1.428  -1.335  2.430
C  1.814  -0.106  2.847
C  0.837  0.902  2.617
O  1.435  2.167  2.912
C  -0.363  0.771  2.044
C  -0.827  -0.459  1.717
H  -0.646  -3.140  0.295
H  -1.301  -3.278  1.921
H  0.437  -3.629  1.388
H  1.802  -2.262  2.794
H  2.769  0.229  3.336
H  0.811  2.914  2.902
H  -0.927  1.747  1.976
H  -1.766  -0.522  1.334
C  -2.500  -0.231  -2.953
C  -1.169  0.339  -2.539
C  -1.055  1.764  -2.422
C  0.156  2.215  -1.830
C  1.182  1.367  -1.331
O  2.319  2.002  -0.903
C  1.055  0.000  -1.491
C  -0.187  -0.512  -2.083
H  -3.126  0.232  -2.177
H  -2.412  -1.385  -2.879
H  -2.909  0.083  -3.964
H  -1.802  2.366  -2.755
H  0.700  3.185  -1.928
H  3.065  1.323  -0.766
H  1.778  -0.707  -1.134
H  -0.254  -1.575  -2.412

Properties
HOMO-LUMO gap ... 0.33180 Eh
SMILES ... Cc1ccc(O)cc1.Cc1ccc(O)cc1
ΔE to the lowest compared entry with this formula, charge and spin ... 2.657 eV
F_max ... 5.87 eV Å⁻¹
Total energy ... -18869.978 eV
Net charge ... 0

Entry 4:
This record from OMol25 describes a molecular structure, C14H17BaIN2O. The level of theory is the ωB97M-V functional and the def2-TZVPD basis.

Geometry (Å):
C  -0.202  1.005  3.549
C  -0.114  -0.890  3.627
H  0.836  1.262  3.288
H  -0.409  0.951  4.710
H  -0.852  1.740  3.013
H  -0.011  -1.835  3.009
H  0.909  -0.655  3.971
H  -1.119  -0.863  4.119
C  -0.011  2.510  -2.425
C  0.073  3.400  -3.494
C  0.009  2.912  -4.792
C  -0.187  1.523  -4.903
H  0.136  2.913  -1.432
H  0.261  4.440  -3.283
H  0.052  3.612  -5.632
H  -0.073  1.134  -5.904
N  -0.154  1.173  -2.550
C  -0.425  0.679  -3.810
C  -0.623  -0.747  -3.821
N  -0.517  -1.280  -2.559
C  -0.509  -2.635  -2.520
C  -0.733  -2.994  -4.881
C  -0.650  -3.506  -3.596
H  -0.314  -3.087  -1.557
H  -0.713  -4.570  -3.412
C  -0.620  -1.595  -4.952
H  -0.565  -1.205  -5.956
H  -0.919  -3.665  -5.731
Ba  1.608  -0.195  -1.026
I  4.650  0.244  -0.704
C  -3.330  0.282  2.251
C  -2.888  0.193  0.926
O  -2.471  0.112  -0.192
H  -2.558  0.333  3.010
H  -3.968  -0.581  2.341
H  -3.941  1.156  2.226

Properties
HOMO-LUMO gap (spin up / spin down) ... 0.19549 / 0.14872 Eh
ΔE to the lowest compared entry with this formula, charge and spin ... 0.000 eV
F_max ... 2.94 eV Å⁻¹
Total energy ... -28610.131 eV
Net charge ... 0

Entry 5:
This record from OMol25 describes a molecular structure, C14H17BeN3O6S3. The level of theory is the ωB97M-V functional and the def2-TZVPD basis.

Geometry (Å):
Be  1.142  -0.972  0.093
O  4.860  -1.248  0.847
S  3.493  -0.910  1.110
O  2.938  -1.337  2.356
O  2.614  -1.352  -0.058
C  3.354  0.872  0.985
C  4.241  1.518  0.138
C  4.128  2.882  -0.074
C  3.132  3.606  0.567
C  2.227  2.958  1.392
C  2.337  1.591  1.604
S  0.944  0.778  2.389
O  -0.135  1.764  2.313
O  1.195  0.302  3.703
O  0.602  -0.287  1.363
H  5.001  0.925  -0.352
H  4.807  3.382  -0.752
H  3.043  4.671  0.404
H  1.404  3.486  1.853
C  -2.773  2.105  -0.522
N  -1.472  1.461  -0.532
C  -0.819  1.156  -1.625
N  -1.413  1.434  -2.813
S  0.704  0.382  -1.707
H  -3.154  2.052  0.495
H  -3.460  1.600  -1.202
H  -2.701  3.162  -0.795
H  -1.023  1.439  0.387
H  -2.080  2.188  -2.865
H  -0.846  1.266  -3.626
C  -4.260  -3.370  -0.472
C  -2.793  -3.082  -0.396
C  -2.135  -2.992  0.826
C  -0.812  -2.601  0.867
N  -0.120  -2.270  -0.233
C  -0.713  -2.461  -1.415
C  -2.028  -2.863  -1.539
H  -4.569  -4.036  0.333
H  -4.530  -3.814  -1.428
H  -4.820  -2.440  -0.359
H  -2.659  -3.201  1.749
H  -0.278  -2.509  1.803
H  -0.110  -2.259  -2.288
H  -2.464  -2.978  -2.523

Properties
HOMO-LUMO gap ... 0.34177 Eh
F_max ... 1.65 eV Å⁻¹
Total energy ... -64461.272 eV
Net charge ... 0

Entry 6:
This record from OMol25 describes a molecular structure, C14H17Cl2NZr. The level of theory is the ωB97M-V functional and the def2-TZVPD basis.

Geometry (Å):
Zr  2.084  -0.239  -0.500
Cl  1.570  -2.643  -0.531
Cl  3.065  1.908  0.010
C  3.989  -1.099  -0.075
H  4.887  -0.569  0.273
H  4.267  -2.123  -0.360
C  -1.194  1.362  -1.088
C  -0.034  0.993  -1.560
H  -1.265  1.995  -0.197
C  0.142  -0.157  -2.534
H  0.881  1.593  -1.290
C  -1.093  -0.309  -3.471
H  1.031  -0.052  -3.171
H  0.262  -1.126  -1.985
C  -2.439  -0.176  -2.767
H  -1.026  0.507  -4.204
H  -1.023  -1.271  -3.999
C  -2.497  0.933  -1.686
H  -3.183  0.048  -3.543
H  -2.743  -1.127  -2.316
H  -3.027  1.795  -2.132
H  -3.137  0.565  -0.874
N  0.802  -0.124  1.125
C  0.368  -0.052  2.218
C  0.149  -0.070  3.590
C  -1.166  -0.029  4.111
C  -1.352  -0.021  5.489
C  -0.257  -0.117  6.352
C  1.048  -0.189  5.840
C  1.253  -0.180  4.462
H  -2.005  -0.021  3.410
H  -2.372  0.053  5.880
H  -0.409  -0.148  7.427
H  1.906  -0.261  6.508
H  2.256  -0.279  4.038

Properties
HOMO-LUMO gap (spin up / spin down) ... 0.19041 / 0.19034 Eh
ΔE to the lowest compared entry with this formula, charge and spin ... 1.898 eV
F_max ... 6.18 eV Å⁻¹
Total energy ... -42607.843 eV
Net charge ... 0